No. 1
A cluster of 3 separate species, C29H47NO5 in total in a non-equilibrium geometry, computed with ωB97M-V/def2-TZVPD.

The SMILES is CC(C)C[C@H]1[C@H](COc2ccccc2)OC(=O)[C@@H]1CCCCn1cccc1.CC(C)O.CC(C)O. The LUMO energy comes out at 0.15 eV. As for the HOMO energy: -7.237 eV. Its total energy is -1563.3681 Eh. The total charge is 0. As for the orbital gap: 7.38 eV.

Last column: Mulliken charge in e.
Cartesian coordinates (Å):
C (1.196, -2.543, 1.635)  -1.026
C (1.801, -1.428, 0.565)  0.812
C (3.345, -1.056, 1.030)  -0.881
C (0.826, -0.125, 0.359)  -1.297
C (-0.325, -0.297, -0.800)  0.215
C (-0.922, -1.826, -1.106)  0.820
C (-0.943, -2.102, -2.722)  -0.870
O (-2.160, -2.755, -3.229)  -0.418
C (-2.345, -4.106, -2.676)  0.555
C (-3.922, -4.657, -2.625)  -0.265
C (-4.315, -6.121, -1.996)  -0.431
C (-3.123, -7.066, -1.383)  -0.355
C (-1.542, -6.574, -1.437)  -0.476
C (-1.170, -5.081, -2.078)  -0.175
O (-2.159, -1.923, -0.316)  -0.320
C (-2.107, -0.923, 0.789)  0.187
O (-2.388, -1.047, 2.088)  -0.638
C (-1.652, 0.428, -0.086)  -0.144
C (-2.850, 0.707, -1.171)  -0.486
C (-4.349, 0.862, -0.526)  -0.522
C (-5.505, 0.021, -1.389)  -0.776
C (-5.831, -1.462, -0.770)  0.080
N (-6.925, -1.471, 0.298)  0.196
C (-8.003, -0.440, 0.615)  -0.107
C (-9.020, -0.811, 1.890)  -0.471
C (-8.454, -2.277, 2.363)  -0.435
C (-7.209, -2.587, 1.321)  -0.370
H (1.864, -2.698, 2.584)  0.411
H (0.081, -2.277, 1.933)  0.129
H (1.179, -3.584, 1.056)  0.163
H (1.915, -1.982, -0.485)  0.167
H (3.482, 0.094, 1.273)  0.092
H (3.682, -1.628, 2.020)  0.181
H (4.124, -1.412, 0.200)  0.205
H (1.514, 0.783, 0.008)  0.373
H (0.407, 0.198, 1.417)  0.284
H (0.110, 0.229, -1.763)  0.508
H (-0.305, -2.746, -0.708)  -0.141
H (0.052, -2.657, -3.068)  0.224
H (-0.894, -1.037, -3.253)  0.349
H (-4.774, -3.947, -3.065)  0.297
H (-5.460, -6.405, -1.980)  0.286
H (-3.396, -8.108, -0.898)  0.280
H (-0.692, -7.280, -0.985)  0.277
H (-0.043, -4.749, -2.085)  0.224
H (-1.432, 1.405, 0.564)  0.378
H (-2.622, 1.730, -1.743)  0.410
H (-2.929, -0.109, -2.028)  -0.004
H (-4.432, 0.610, 0.614)  0.307
H (-4.676, 2.005, -0.631)  0.354
H (-5.151, -0.132, -2.507)  0.331
H (-6.488, 0.689, -1.459)  0.319
H (-4.892, -1.988, -0.287)  0.064
H (-6.214, -2.214, -1.613)  0.102
H (-8.144, 0.561, 0.022)  0.158
H (-9.915, -0.149, 2.295)  0.278
H (-8.888, -2.899, 3.256)  0.283
H (-6.641, -3.621, 1.451)  0.281
C (6.537, 2.673, 1.137)  -0.947
C (5.549, 2.148, 2.166)  0.542
C (5.967, 2.525, 3.578)  -1.431
O (5.467, 0.728, 2.061)  -0.479
H (7.534, 2.248, 1.298)  0.356
H (6.230, 2.383, 0.126)  0.316
H (6.611, 3.764, 1.181)  0.081
H (4.551, 2.549, 1.958)  0.236
H (6.944, 2.095, 3.826)  0.358
H (5.253, 2.130, 4.309)  0.363
H (6.023, 3.612, 3.696)  0.342
H (6.349, 0.363, 2.245)  0.302
C (7.537, 7.096, -1.121)  -1.370
C (6.380, 6.333, -0.498)  0.605
C (5.099, 7.152, -0.521)  -1.357
O (6.704, 6.002, 0.850)  -0.559
H (7.740, 8.020, -0.569)  0.333
H (8.455, 6.499, -1.086)  0.338
H (7.325, 7.352, -2.164)  0.378
H (6.225, 5.392, -1.038)  0.253
H (5.215, 8.078, 0.052)  0.330
H (4.277, 6.595, -0.058)  0.328
H (4.814, 7.409, -1.546)  0.379
H (6.842, 6.831, 1.338)  0.330

No. 2
A structure of composition C29H48CrN4O3S2Si, computed with ωB97M-V/def2-TZVPD.

The spin multiplicity is 5. The LUMO energy (spin up / spin down) comes out at 0.06 / -0.07 eV. As for the HOMO energy (spin up / spin down): -6.679 / -6.911 eV. Its total energy is -3709.1548 Eh. The total charge is 0. As for the orbital gap (spin up / spin down): 6.74 / 6.84 eV.

Last column: Löwdin spin population.
Cartesian coordinates (Å):
Cr (-1.287, 2.793, 0.851)  3.782
N (-3.453, 3.123, -2.971)  -0.002
C (-2.868, 2.818, -1.776)  0.003
S (-1.958, 4.115, -1.009)  0.007
N (-2.985, 1.617, -1.321)  -0.001
N (-2.337, 1.456, -0.109)  -0.029
C (-1.884, 0.250, 0.141)  0.029
C (-1.449, 0.054, 1.537)  0.014
C (-1.258, -1.211, 2.085)  -0.001
C (-0.923, -1.314, 3.417)  0.007
C (-0.782, -0.153, 4.175)  -0.001
C (-0.957, 1.063, 3.551)  0.008
N (-1.279, 1.179, 2.255)  0.006
H (-3.579, 4.094, -3.194)  -0.001
H (-4.126, 2.465, -3.324)  0.000
H (-2.277, -0.599, -0.405)  0.000
H (-1.354, -2.075, 1.449)  0.000
H (-0.768, -2.285, 3.866)  0.000
H (-0.539, -0.189, 5.226)  0.000
H (-0.851, 1.986, 4.105)  0.001
C (-2.370, 6.073, 2.079)  0.008
C (-0.968, 5.987, 2.682)  0.001
C (-1.045, 5.545, 4.140)  0.001
C (-0.062, 5.128, 1.826)  0.005
C (0.362, 3.854, 2.210)  0.016
C (1.232, 3.104, 1.397)  0.005
C (1.704, 3.613, 0.194)  0.026
C (2.616, 2.819, -0.691)  0.004
C (1.291, 4.899, -0.173)  0.017
C (0.429, 5.632, 0.613)  0.024
H (-2.986, 6.756, 2.662)  0.001
H (-2.853, 5.089, 2.081)  0.007
H (-2.349, 6.413, 1.045)  0.000
H (-0.535, 6.994, 2.659)  0.000
H (-1.573, 4.594, 4.234)  0.001
H (-1.604, 6.279, 4.720)  0.000
H (-0.059, 5.441, 4.591)  0.000
H (0.137, 3.495, 3.204)  0.004
H (1.571, 2.130, 1.731)  0.001
H (3.543, 3.363, -0.874)  0.001
H (2.136, 2.628, -1.650)  0.001
H (2.849, 1.853, -0.250)  0.000
H (1.640, 5.316, -1.108)  0.000
H (0.113, 6.615, 0.287)  0.001
C (2.266, -3.257, 2.400)  0.000
C (2.373, -2.938, 0.912)  0.000
C (3.145, -1.642, 0.697)  0.001
C (3.030, -4.089, 0.158)  0.000
O (1.040, -2.793, 0.449)  0.000
Si (0.432, -2.043, -0.879)  0.006
S (0.317, 0.025, -0.689)  0.044
O (-1.107, -2.604, -0.991)  0.000
C (-1.689, -3.906, -1.051)  0.000
C (-2.511, -4.086, 0.220)  0.000
C (-0.628, -4.994, -1.149)  0.000
C (-2.591, -3.927, -2.279)  0.000
O (1.391, -2.511, -2.120)  0.002
C (1.458, -2.180, -3.511)  0.000
C (1.566, -3.502, -4.264)  0.000
C (2.719, -1.344, -3.694)  0.000
C (0.235, -1.403, -3.980)  0.000
H (3.251, -3.434, 2.830)  0.000
H (1.656, -4.148, 2.546)  0.000
H (1.800, -2.426, 2.927)  0.000
H (4.142, -1.727, 1.129)  0.000
H (2.620, -0.809, 1.164)  0.000
H (3.243, -1.423, -0.366)  0.000
H (4.060, -4.219, 0.489)  0.000
H (3.022, -3.888, -0.911)  0.000
H (2.487, -5.016, 0.339)  0.000
H (-1.856, -4.122, 1.090)  0.000
H (-3.080, -5.014, 0.184)  0.000
H (-3.208, -3.256, 0.336)  0.000
H (0.036, -4.958, -0.289)  0.000
H (-0.029, -4.868, -2.047)  0.000
H (-1.107, -5.971, -1.186)  0.000
H (-3.339, -3.138, -2.211)  0.000
H (-3.099, -4.887, -2.366)  0.000
H (-2.004, -3.767, -3.180)  0.000
H (2.423, -4.071, -3.906)  0.000
H (1.684, -3.325, -5.332)  0.000
H (0.668, -4.099, -4.113)  0.000
H (3.589, -1.896, -3.339)  0.000
H (2.634, -0.422, -3.122)  0.000
H (2.869, -1.092, -4.744)  0.000
H (-0.677, -1.969, -3.801)  0.000
H (0.317, -1.212, -5.050)  0.000
H (0.149, -0.454, -3.459)  0.000

No. 3
A cluster of 3 separate species, C29H48F9N5O10P2S2 in total in a non-equilibrium geometry, computed with ωB97M-V/def2-TZVPD.

The SMILES is CP(O)[C@@](CCCS)(OC#N)O[C@@H]([C@](N)(CCC(=O)Nc1ccccc1)P(O)O)S(=O)(=O)C(F)(F)C(F)(F)C(F)(F)C(F)(F)F.COC[C@@H](C)N.COC[C@@H](C)N. The LUMO energy comes out at -1.17 eV. As for the HOMO energy: -8.561 eV. Its total energy is -4536.9280 Eh. The total charge is 0. As for the orbital gap: 7.39 eV.

Last column: Mulliken charge in e.
Cartesian coordinates (Å):
C (-1.869, 3.140, 1.170)  -0.738
P (-0.552, 1.793, 0.876)  0.410
O (0.566, 2.500, -0.311)  -0.591
C (-1.330, 0.163, 0.162)  -0.586
C (-2.934, -0.012, 0.610)  -0.290
C (-3.709, -1.206, -0.201)  -0.050
C (-5.253, -0.738, -0.583)  -0.683
S (-6.218, -0.088, 0.889)  -0.263
O (-1.346, 0.287, -1.301)  0.047
C (-2.105, 1.454, -1.768)  0.376
N (-3.017, 2.280, -2.232)  -0.612
O (-0.663, -1.030, 0.694)  -0.304
C (0.548, -1.407, -0.043)  0.512
C (1.680, -1.748, 1.144)  0.216
N (1.267, -2.975, 1.984)  -0.485
C (1.685, -0.495, 2.253)  -0.502
C (2.856, -0.697, 3.420)  -0.381
C (2.595, 0.566, 4.486)  0.255
O (2.169, 1.712, 3.883)  -0.538
N (2.755, 0.468, 5.986)  -0.355
C (3.243, 1.856, 6.430)  0.229
C (4.886, 2.115, 6.572)  -0.228
C (5.402, 3.619, 7.000)  -0.408
C (4.351, 4.863, 7.291)  -0.346
C (2.700, 4.627, 7.207)  -0.389
C (2.213, 3.120, 6.777)  -0.165
P (3.469, -1.850, 0.491)  0.255
O (3.895, -0.541, -0.568)  -0.441
O (3.892, -3.414, -0.133)  -0.459
S (0.115, -2.926, -1.056)  1.160
O (-1.326, -3.385, -0.601)  -0.656
O (1.032, -4.152, -0.831)  -0.567
C (0.004, -2.660, -2.905)  0.416
F (-0.223, -4.035, -3.494)  -0.208
F (-1.218, -1.883, -3.337)  -0.209
C (1.393, -2.118, -3.612)  0.442
F (1.779, -3.098, -4.697)  -0.295
F (2.470, -2.205, -2.600)  -0.209
C (1.258, -0.664, -4.357)  0.548
F (0.406, -0.903, -5.582)  -0.271
F (0.619, 0.400, -3.549)  -0.160
C (2.675, -0.044, -4.924)  0.578
F (2.497, 0.639, -6.256)  -0.222
F (3.052, 1.061, -3.965)  -0.233
F (3.814, -0.990, -4.916)  -0.191
H (-2.526, 2.773, 2.096)  0.323
H (-1.365, 4.151, 1.542)  0.273
H (-2.614, 3.292, 0.277)  0.213
H (0.745, 1.849, -1.051)  0.325
H (-2.892, -0.335, 1.759)  0.329
H (-3.533, 0.990, 0.576)  0.109
H (-3.200, -1.547, -1.198)  -0.035
H (-3.807, -2.151, 0.482)  0.282
H (-5.794, -1.692, -1.040)  0.408
H (-5.288, 0.093, -1.432)  0.269
H (-6.029, 1.319, 0.876)  0.136
H (1.035, -0.558, -0.684)  -0.210
H (2.135, -3.317, 2.486)  0.372
H (0.530, -2.678, 2.664)  0.357
H (0.670, -0.418, 2.849)  0.235
H (1.914, 0.473, 1.599)  0.191
H (3.949, -0.519, 3.009)  0.359
H (2.759, -1.745, 3.948)  0.243
H (3.504, -0.215, 6.247)  0.403
H (5.647, 1.249, 6.371)  0.212
H (6.566, 3.813, 7.096)  0.256
H (4.729, 5.940, 7.563)  0.283
H (1.918, 5.484, 7.405)  0.292
H (1.055, 2.861, 6.654)  0.244
H (3.123, 0.060, -0.784)  0.299
H (4.190, -3.350, -1.088)  0.361
C (-1.650, 9.631, 1.502)  -0.629
O (-2.761, 9.096, 2.205)  -0.381
C (-3.799, 8.583, 1.365)  -0.690
C (-3.524, 7.169, 0.803)  0.208
C (-2.511, 7.150, -0.338)  -1.355
N (-3.078, 6.246, 1.857)  -0.475
H (-1.948, 10.124, 0.571)  0.292
H (-0.921, 8.844, 1.303)  0.224
H (-1.164, 10.371, 2.145)  0.256
H (-4.690, 8.525, 2.002)  0.350
H (-4.038, 9.295, 0.567)  0.407
H (-4.470, 6.792, 0.398)  0.336
H (-1.479, 7.239, 0.011)  0.287
H (-2.575, 6.201, -0.887)  0.298
H (-2.703, 7.957, -1.051)  0.361
H (-3.810, 6.181, 2.566)  0.248
H (-2.303, 6.700, 2.350)  0.295
C (0.052, -7.063, -3.254)  -0.489
O (-0.944, -8.030, -3.552)  -0.444
C (-1.156, -8.245, -4.950)  -0.700
C (-0.114, -9.171, -5.619)  0.381
C (1.233, -8.498, -5.867)  -1.346
N (0.099, -10.398, -4.836)  -0.741
H (0.067, -6.246, -3.981)  0.197
H (1.031, -7.543, -3.195)  0.228
H (-0.165, -6.644, -2.267)  0.308
H (-2.137, -8.731, -5.027)  0.376
H (-1.245, -7.289, -5.480)  0.336
H (-0.515, -9.457, -6.597)  0.395
H (1.842, -8.424, -4.963)  0.260
H (1.819, -9.078, -6.592)  0.350
H (1.103, -7.493, -6.277)  0.324
H (-0.788, -10.898, -4.766)  0.270
H (0.293, -10.113, -3.871)  0.327

No. 4
A cluster of 3 separate species, C29H49BrF8N4O7Si in total in a non-equilibrium geometry, computed with ωB97M-V/def2-TZVPD.

The SMILES is CC(=O)N(C(C)=O)[C@@H]1C[C@@H](CCOCC(F)(F)C(F)(F)C(F)(F)C(F)F)[C@H](C(=O)[O-])[N@H+]([Si](C)(C)C)[C@H]1CCCBr.CNC(C)=O.CNC(C)=O. The LUMO energy comes out at -0.42 eV. As for the HOMO energy: -7.835 eV. Its total energy is -5542.3790 Eh. The total charge is 0. As for the orbital gap: 7.42 eV.

Last column: Mulliken charge in e.
Cartesian coordinates (Å):
C (-0.934, -4.851, 3.507)  -1.255
C (-0.491, -3.346, 3.095)  0.562
O (-0.453, -2.514, 4.025)  -0.462
N (-0.239, -3.118, 1.676)  0.710
C (0.719, -4.115, 1.119)  0.751
C (0.637, -4.561, -0.430)  -1.094
O (1.648, -4.623, 1.801)  -0.527
C (0.284, -1.759, 1.351)  -1.408
C (1.673, -1.359, 2.058)  -0.281
C (1.513, -0.099, 3.028)  0.707
C (3.008, 0.337, 3.502)  -1.271
C (3.951, 0.793, 2.290)  -0.076
O (5.023, -0.136, 1.975)  -0.421
C (5.276, -0.192, 0.555)  -0.490
C (6.155, 1.037, 0.011)  0.669
F (5.490, 2.294, 0.059)  -0.293
F (7.349, 1.141, 0.776)  -0.319
C (6.612, 0.843, -1.539)  0.395
F (7.235, 2.072, -1.933)  -0.272
F (7.533, -0.248, -1.571)  -0.274
C (5.398, 0.479, -2.520)  0.809
F (4.197, 1.182, -2.237)  -0.257
F (5.059, -0.916, -2.489)  -0.304
C (5.874, 0.842, -4.032)  0.065
F (5.345, -0.079, -4.990)  -0.268
F (5.486, 2.163, -4.406)  -0.268
C (0.688, 1.103, 2.364)  -0.254
C (-0.135, 1.807, 3.536)  0.099
O (0.256, 2.987, 3.881)  -0.713
O (-1.175, 1.256, 4.234)  -0.704
N (-0.177, 0.682, 1.175)  0.352
Si (-1.142, 2.140, 0.735)  1.096
C (-2.874, 2.238, 1.601)  -0.952
C (-0.176, 3.814, 0.823)  -1.230
C (-1.560, 1.946, -1.163)  -1.260
C (-0.868, -0.593, 1.443)  -1.021
C (-2.037, -1.107, 0.524)  -0.736
C (-3.162, -1.859, 1.445)  -0.714
C (-4.647, -1.660, 0.800)  -0.455
Br (-5.898, -1.588, 2.379)  -0.201
H (-1.487, -5.351, 2.622)  0.290
H (-1.708, -4.829, 4.362)  0.373
H (-0.046, -5.518, 3.755)  0.297
H (-0.221, -5.281, -0.636)  0.292
H (1.609, -5.141, -0.657)  0.357
H (0.617, -3.664, -1.144)  0.250
H (0.520, -1.793, 0.214)  0.725
H (2.487, -1.262, 1.261)  -0.826
H (1.996, -2.247, 2.724)  0.591
H (0.971, -0.357, 4.016)  0.736
H (3.548, -0.498, 4.063)  0.424
H (2.938, 1.241, 4.218)  0.346
H (3.272, 0.841, 1.350)  0.046
H (4.363, 1.867, 2.401)  0.384
H (5.925, -1.133, 0.391)  0.391
H (4.337, -0.348, -0.077)  0.286
H (7.010, 0.734, -4.072)  0.308
H (1.475, 1.857, 1.980)  -0.096
H (0.511, 0.524, 0.403)  0.837
H (-3.679, 2.341, 0.800)  0.341
H (-3.037, 1.345, 2.307)  0.180
H (-2.857, 3.222, 2.190)  0.374
H (0.956, 3.694, 0.822)  0.250
H (-0.589, 4.360, 1.738)  0.334
H (-0.496, 4.442, -0.093)  0.395
H (-2.685, 1.973, -1.342)  0.278
H (-1.117, 0.943, -1.531)  0.282
H (-1.042, 2.779, -1.759)  0.382
H (-1.210, -0.608, 2.536)  0.609
H (-1.649, -1.943, -0.177)  0.145
H (-2.616, -0.391, -0.130)  0.510
H (-3.146, -1.518, 2.531)  0.605
H (-2.950, -2.985, 1.381)  0.096
H (-4.736, -0.666, 0.245)  0.341
H (-4.959, -2.562, 0.159)  0.409
C (-10.683, 1.347, 2.750)  -0.836
N (-9.465, 1.503, 1.985)  -0.172
C (-8.189, 1.609, 2.451)  0.776
C (-7.979, 1.564, 3.941)  -1.244
O (-7.259, 1.738, 1.666)  -0.622
H (-11.167, 0.417, 2.443)  0.277
H (-11.343, 2.186, 2.522)  0.279
H (-10.497, 1.318, 3.822)  0.326
H (-9.530, 1.541, 0.977)  0.234
H (-6.916, 1.660, 4.161)  0.216
H (-8.508, 2.391, 4.419)  0.424
H (-8.330, 0.609, 4.339)  0.359
C (4.072, 0.226, -9.573)  -0.712
N (2.678, 0.525, -9.328)  -0.159
C (2.053, 0.693, -8.129)  0.506
C (2.885, 0.560, -6.881)  -0.990
O (0.857, 0.944, -8.090)  -0.660
H (4.494, 1.028, -10.182)  0.275
H (4.131, -0.714, -10.126)  0.274
H (4.643, 0.137, -8.651)  0.244
H (2.060, 0.628, -10.122)  0.223
H (2.255, 0.720, -6.005)  0.347
H (3.312, -0.443, -6.821)  0.341
H (3.678, 1.311, -6.878)  0.312